No. 1
Entry from the Open Molecules 2025 dataset: a cluster of 3 separate species, C17H39N4O4S in total (the ωB97M-V functional and the def2-TZVPD basis).

Structure (XYZ):
```
65
Properties=species:S:1:pos:R:3:forces:R:3
S -0.8933 -0.3424 5.7937 0.5 0.0 0.4
C -1.8782 -0.1210 4.6354 -0.4 0.2 -0.5
N -2.6419 0.0330 3.6977 -0.1 -0.3 0.8
C -3.9429 -0.5481 3.6347 -0.1 0.3 -1.2
C -5.1184 0.1525 4.3116 0.0 -0.4 0.4
C -6.0854 -1.0269 4.4907 0.4 0.0 -0.3
C -5.1333 -2.0182 5.1380 0.1 0.4 0.1
N -4.0159 -2.0190 4.1265 -0.2 -0.3 0.1
H -4.1966 -0.6272 2.5795 0.0 -0.1 0.0
H -5.4888 0.9575 3.6873 0.0 0.1 0.0
H -4.8408 0.5311 5.2952 0.1 0.2 -0.1
H -6.9898 -0.8376 5.0554 0.0 0.1 0.1
H -6.3405 -1.3882 3.4905 -0.4 -0.1 0.1
H -5.4724 -3.0132 5.4020 0.0 -0.1 -0.3
H -4.6933 -1.5252 6.0040 -0.1 -0.3 0.3
H -3.1499 -2.4100 4.5004 0.1 0.3 0.0
H -4.2551 -2.5907 3.3138 0.0 -0.1 0.0
C 1.5921 -1.3729 0.1188 0.1 0.0 0.0
O 0.8444 -0.9931 -1.0168 -0.1 -0.2 0.1
C 0.8473 -1.9366 -2.0847 0.1 0.1 -0.2
C -0.4403 -2.7256 -2.1756 -0.1 -0.1 0.0
N -0.5959 -3.6617 -1.0724 -0.1 0.2 0.2
C -1.9207 -4.2383 -0.8822 0.1 -0.1 0.0
C -3.1460 -3.3326 -0.8102 -0.1 0.0 -0.1
O -3.2862 -2.5703 0.3868 0.1 0.0 0.2
C -2.4103 -1.4660 0.5153 -0.1 -0.1 0.1
H 1.7703 -0.4770 0.7120 0.0 0.0 0.0
H 1.0659 -2.0984 0.7524 0.0 0.0 0.0
H 2.5596 -1.7996 -0.1608 0.0 0.0 0.0
H 1.7166 -2.5965 -2.0037 -0.1 -0.1 0.0
H 0.9490 -1.3624 -3.0083 0.0 0.0 0.0
H -0.4264 -3.2846 -3.1169 0.0 0.0 0.0
H -1.2606 -1.9994 -2.2434 0.0 0.0 0.0
H -0.2760 -3.2395 -0.2144 0.0 0.0 0.0
H -1.8884 -4.8256 0.0391 0.0 -0.1 0.0
H -2.1035 -4.9493 -1.6953 0.0 0.0 0.0
H -4.0229 -3.9816 -0.8358 0.0 0.0 0.0
H -3.2224 -2.6674 -1.6769 0.1 0.0 0.0
H -2.2878 -0.9037 -0.4125 0.0 -0.1 -0.1
H -1.4248 -1.7575 0.8872 0.1 0.0 -0.1
H -2.8651 -0.8133 1.2582 0.2 0.2 -0.1
C 5.5443 1.6853 -0.5121 0.0 0.0 0.0
O 4.6492 1.1591 -1.4665 0.0 0.1 0.0
C 3.2701 1.3893 -1.2189 -0.1 -0.1 0.0
C 2.6833 2.5001 -2.0623 0.0 0.2 0.0
N 3.1527 3.8150 -1.6573 0.2 0.0 0.0
C 2.8901 4.9178 -2.5780 -0.1 0.0 0.1
C 3.2837 4.8059 -4.0489 0.0 0.0 -0.1
O 4.6655 4.9053 -4.3276 0.0 0.0 0.1
C 5.4403 3.7684 -4.0123 0.0 0.0 -0.1
H 6.5035 1.1937 -0.6646 0.0 0.0 0.0
H 5.6973 2.7653 -0.6168 0.0 0.0 0.0
H 5.2027 1.4826 0.5086 0.0 0.0 0.0
H 3.0976 1.5748 -0.1515 0.0 0.1 0.0
H 2.7512 0.4689 -1.4877 0.0 0.0 0.0
H 1.5939 2.4631 -1.9437 0.0 0.0 -0.1
H 2.9057 2.2666 -3.1111 0.0 0.0 0.0
H 4.1370 3.7789 -1.4401 0.0 0.0 -0.1
H 3.3914 5.8005 -2.1748 0.0 0.0 0.0
H 1.8145 5.1296 -2.5495 0.0 0.0 0.0
H 2.8321 5.6622 -4.5540 0.0 0.0 0.0
H 2.8657 3.9072 -4.5217 0.1 -0.1 0.1
H 4.9321 2.8411 -4.2948 0.0 0.0 0.0
H 5.6985 3.7191 -2.9507 0.0 0.0 0.0
H 6.3660 3.8464 -4.5803 0.0 0.0 0.0
```
Forces are in eV/Å.

## Properties
- HOMO: -9.85 eV
- Molecular weight: 395.59 g/mol
- Energy above the lowest of the compared OMol25 structures with the same formula, charge and spin: 1.517 eV
- E_LUMO: -0.1218 hartree
- Net charge: +1
- Frontier orbital gap: 6.538 eV
- Total energy: -1588.93660 hartree

No. 2
Entry from the Open Molecules 2025 dataset: the ion C9H12NO5 with charge -1 (the ωB97M-V functional and the def2-TZVPD basis).

Structure (XYZ):
```
27
Properties=species:S:1:pos:R:3:forces:R:3
C 1.0430 1.6551 -1.8209 -0.4 0.5 -1.6
C -0.1257 0.6771 -1.8281 2.4 -2.8 1.4
C -1.3243 1.3227 -1.3062 -0.2 2.0 -1.3
C 0.1014 -0.6706 -0.9918 0.6 0.6 1.6
O 1.2184 -1.3540 -1.5234 0.3 -1.4 0.3
N 0.3953 -0.4677 0.4867 -0.6 0.8 -1.0
C 1.5848 -0.1007 1.1272 0.0 -0.9 -0.4
O 2.8295 -0.1240 0.5170 -0.7 0.0 -1.5
C 1.3348 0.0244 2.4569 0.6 0.8 0.0
C -0.0614 -0.1336 2.6299 -1.7 -0.3 0.4
C -0.6699 -0.4100 1.4408 0.6 -1.0 -1.9
O -1.8904 -0.7540 0.9564 1.2 0.8 1.6
C -2.5972 -1.9949 1.8324 -2.9 2.9 -1.1
O -1.9993 -2.9719 1.6579 2.9 -3.7 -0.1
O -3.6793 -1.6249 2.2109 -0.2 0.6 0.8
H 1.2438 2.2763 -0.9454 -0.5 -0.3 0.2
H 1.9286 1.0806 -2.0195 0.7 0.1 -0.5
H 0.7613 2.3339 -2.7116 1.0 -0.7 1.3
H -0.1220 0.3404 -2.8706 -0.7 -0.2 0.1
H -0.9536 2.1848 -0.7572 -0.5 0.1 0.5
H -1.7452 1.7452 -2.2283 -1.2 0.0 0.6
H -1.8909 0.6804 -0.6840 -1.2 -0.3 0.3
H -0.7798 -1.3567 -0.9344 0.4 1.0 -0.5
H 1.2780 -2.2082 -1.0098 0.0 1.3 -0.8
H 2.6998 -0.3368 -0.4525 0.0 0.2 1.6
H 2.0311 0.3705 3.2214 -0.1 -0.4 -0.4
H -0.6107 -0.1834 3.5461 0.0 0.2 0.5
```
Forces are in eV/Å.

## Properties
- HOMO: -3.45 eV
- Molecular weight: 214.20 g/mol
- Energy above the lowest of the compared OMol25 structures with the same formula, charge and spin: 0.000 eV
- E_LUMO: 0.1141 hartree
- Net charge: -1
- Frontier orbital gap: 6.555 eV
- Total energy: -781.13291 hartree

No. 3
Entry from the Open Molecules 2025 dataset: a structure of composition C31H33N3PPdSb (the ωB97M-V functional and the def2-TZVPD basis).

Structure (XYZ):
```
70
Properties=species:S:1:pos:R:3:forces:R:3
Pd 1.1866 -0.5197 -0.4909 0.6 0.0 1.0
N 0.7614 -3.8962 -1.4007 0.0 -0.2 -0.1
C 0.3797 -3.6710 -0.0954 -0.2 -0.1 0.5
C -0.3990 -4.6482 0.5439 0.1 0.2 0.0
C -0.7443 -4.4625 1.8632 0.1 0.1 -0.2
C -0.2890 -3.3271 2.5313 0.2 0.2 -0.1
C 0.4726 -2.4176 1.8303 -0.2 -0.3 0.8
N 0.7952 -2.5748 0.5417 -0.1 0.9 -0.9
C 1.4130 -3.0744 -2.2937 0.4 -0.1 -0.5
C 2.2459 -3.6820 -3.2482 -0.1 0.1 0.1
C 2.8523 -2.9139 -4.2128 -0.3 0.0 0.2
C 2.5660 -1.5506 -4.2578 -0.1 0.1 0.1
C 1.7442 -1.0201 -3.2876 0.4 0.1 -0.9
N 1.2024 -1.7529 -2.3038 0.4 0.2 0.7
H 0.7146 -4.8666 -1.6853 0.0 0.2 0.0
H -0.7308 -5.5130 -0.0116 0.0 -0.1 0.0
H -1.3524 -5.1888 2.3788 -0.1 -0.1 0.0
H -0.5186 -3.1597 3.5696 0.0 0.0 0.1
H 0.8926 -1.5390 2.3203 -0.2 -0.2 -0.1
H 2.4193 -4.7440 -3.1935 0.0 -0.2 0.0
H 3.5289 -3.3634 -4.9224 0.0 0.0 -0.1
H 2.9840 -0.9350 -5.0349 0.0 0.2 -0.1
H 1.4692 0.0330 -3.3002 0.1 -0.2 0.0
C 2.9749 2.2543 -2.2090 -0.3 -0.4 0.1
P 2.8700 1.2374 -0.6917 -0.6 0.5 0.0
C 2.7257 2.5292 0.5977 -0.1 -0.4 0.0
C 4.5941 0.6626 -0.4643 -0.6 -0.5 0.0
H 3.6101 3.1096 -1.9831 0.1 0.0 0.0
H 1.9905 2.6148 -2.5088 0.0 0.0 0.0
H 3.4126 1.6809 -3.0244 0.0 0.0 0.0
H 3.5883 3.1960 0.5323 -0.1 0.0 0.0
H 2.7175 2.0661 1.5879 0.0 0.1 -0.1
H 1.8091 3.1060 0.4532 0.1 0.0 0.0
H 5.2884 1.4865 -0.6354 -0.2 0.1 -0.1
H 4.8202 -0.1599 -1.1452 0.0 0.1 0.0
H 4.7068 0.3132 0.5612 0.1 -0.1 0.0
C -1.7809 2.7242 5.2740 0.1 0.0 0.0
C -2.6845 2.7508 4.2254 -0.1 0.0 0.0
C -2.3444 2.2133 2.9954 -0.2 -0.1 -0.2
C -1.0924 1.6446 2.8291 0.6 -0.3 -0.8
C -0.1812 1.6146 3.8708 0.3 -0.2 0.0
C -0.5312 2.1540 5.0998 0.1 -0.1 0.0
Sb -0.5946 0.8725 0.8725 -0.6 0.1 -0.4
C -1.1446 2.4412 -0.4914 0.5 -0.5 0.5
C -1.5793 3.6767 -0.0385 0.0 -0.1 0.1
C -1.9811 4.6296 -0.9604 0.0 0.1 0.0
C -1.9383 4.3586 -2.3192 0.0 -0.1 0.0
C -1.4743 3.1284 -2.7663 0.0 0.1 0.0
C -1.0586 2.1751 -1.8515 0.1 -0.4 -0.1
C -2.0727 -0.6498 0.5150 0.6 0.5 0.2
C -1.9169 -1.4513 -0.6090 0.2 0.1 -0.4
C -2.7991 -2.4935 -0.8360 -0.1 0.0 -0.1
C -3.8510 -2.7123 0.0391 0.0 0.0 0.0
C -4.0187 -1.8922 1.1410 -0.1 0.0 0.1
C -3.1131 -0.8776 1.4007 0.0 0.2 0.1
H -2.0428 3.1592 6.2257 -0.1 0.0 0.1
H -3.6573 3.1950 4.3595 -0.1 0.1 0.0
H -3.0526 2.2330 2.1801 -0.1 0.1 -0.1
H 0.7972 1.1661 3.7362 0.0 0.0 0.1
H 0.1790 2.1289 5.9122 0.0 0.0 0.1
H -1.6114 3.8949 1.0204 0.0 0.1 0.0
H -2.3365 5.5815 -0.6009 0.0 0.2 0.0
H -2.2610 5.1018 -3.0346 0.0 0.0 0.0
H -1.4560 2.9191 -3.8252 0.1 -0.1 -0.1
H -0.6804 1.2068 -2.1892 -0.2 0.2 0.0
H -1.1088 -1.2625 -1.3248 -0.3 -0.1 0.2
H -2.6815 -3.1260 -1.7024 0.0 -0.1 -0.1
H -4.5462 -3.5161 -0.1397 -0.1 -0.1 -0.1
H -4.8621 -2.0335 1.7971 -0.1 -0.1 0.1
H -3.2247 -0.2642 2.2839 -0.1 0.0 0.1
```
Forces are in eV/Å.

## Properties
- HOMO (spin up / spin down): -13.84 / -13.84 eV
- Molecular weight: 706.78 g/mol
- Energy above the lowest of the compared OMol25 structures with the same formula, charge and spin: 0.000 eV
- E_LUMO (spin up / spin down): -0.2832 / -0.2831 hartree
- Net charge: +2
- Frontier orbital gap (spin up / spin down): 6.133 / 6.135 eV
- Total energy: -2074.33595 hartree

No. 4
Entry from the Open Molecules 2025 dataset: a cluster of 2 separate species, CF2O3S in total (the ωB97M-V functional and the def2-TZVPD basis).

Structure (XYZ):
```
7
Properties=species:S:1:pos:R:3:forces:R:3
C 1.3817 0.4545 -0.6572 -0.4 -1.2 1.3
O 2.3982 0.0491 -0.2634 -0.4 0.4 -0.4
O -1.7554 -1.4518 -0.4631 -0.2 -0.8 -0.2
O -1.9233 0.8768 0.4077 0.4 -0.6 -0.1
F 1.0283 1.3595 -1.4932 0.1 0.5 -0.5
F -1.1792 -0.9027 1.9815 0.0 0.4 -2.5
S -1.2502 -0.3932 0.3277 0.5 1.3 2.3
```
Forces are in eV/Å.

## Properties
- HOMO (spin up / spin down): -10.67 / -11.28 eV
- Molecular weight: 130.07 g/mol
- Energy above the lowest of the compared OMol25 structures with the same formula, charge and spin: 4.112 eV
- E_LUMO (spin up / spin down): -0.1246 / -0.0791 hartree
- Frontier orbital gap (spin up / spin down): 7.276 / 9.132 eV
- Total energy: -861.62019 hartree

No. 5
Entry from the Open Molecules 2025 dataset: the molecule C5H12O2S (the ωB97M-V functional and the def2-TZVPD basis).

Structure (XYZ):
```
20
Properties=species:S:1:pos:R:3:forces:R:3
C -1.0174 -2.1497 2.2702 -1.1 0.4 0.5
C 0.1343 -1.6069 1.4549 1.4 -0.4 0.0
O -0.4218 -0.5785 0.6355 -0.5 -0.1 0.5
C 0.3612 0.0578 -0.2868 0.6 -0.6 -1.0
C -0.4741 1.0253 -1.0785 0.3 -0.1 -0.2
S -0.9443 2.3768 -0.0744 -0.5 1.8 1.0
O 0.8134 -0.8788 -1.2518 0.9 -0.3 0.3
C 2.1398 -0.6067 -1.6868 -0.2 -0.6 0.6
H -1.4552 -1.2741 2.7804 0.0 -0.4 -0.1
H -0.8585 -2.9214 3.0462 0.7 0.4 -0.5
H -1.8120 -2.5448 1.6284 0.2 0.1 -0.1
H 0.9325 -1.1980 2.1447 -0.7 -0.2 -0.7
H 0.6195 -2.3753 0.8055 -0.4 0.5 0.4
H 1.2578 0.5626 0.1399 -0.4 -0.2 0.2
H 0.0812 1.3671 -1.9644 -0.2 -0.3 0.2
H -1.3953 0.5173 -1.3808 0.2 0.1 0.0
H 0.2849 2.8655 0.2609 -0.4 -0.4 -0.3
H 2.8082 -0.3985 -0.8293 -0.2 -0.1 -0.3
H 2.4753 -1.5162 -2.1737 0.2 0.0 -0.2
H 2.1753 0.2274 -2.3754 0.0 0.3 -0.3
```
Forces are in eV/Å.

## Properties
- HOMO: -8.87 eV
- Molecular weight: 136.22 g/mol
- Energy above the lowest of the compared OMol25 structures with the same formula, charge and spin: 1.561 eV
- E_LUMO: 0.0311 hartree
- Frontier orbital gap: 9.715 eV
- Total energy: -746.33307 hartree